A single C21H28N2O4 molecule in a non-equilibrium geometry. Source: the OMol25 dataset; level of theory: ωB97M-V/def2-TZVPD.

The geometry in XYZ format:
```
55
Properties=species:S:1:pos:R:3
O -1.901 3.272 -2.320
C -0.883 2.979 -1.726
N -0.854 2.683 -0.411
H -0.002 2.367 0.023
C -2.056 2.591 0.396
C -2.298 1.162 0.807
C -3.122 0.346 0.048
C -3.326 -0.994 0.366
C -2.665 -1.482 1.467
C -1.823 -0.670 2.230
C -1.623 0.651 1.921
H -0.972 1.268 2.518
O -1.286 -1.406 3.251
C -1.830 -2.702 3.123
O -2.679 -2.745 1.996
H -1.015 -3.433 2.998
H -2.406 -2.952 4.028
H -3.972 -1.624 -0.221
H -3.621 0.763 -0.814
H -1.942 3.229 1.278
H -2.875 2.966 -0.222
C 0.466 2.898 -2.445
C 1.666 3.217 -1.561
C 2.008 1.870 -0.924
O 2.606 1.710 0.117
N 1.507 0.910 -1.729
C 0.732 1.433 -2.834
H -0.196 0.868 -2.960
H 1.305 1.370 -3.768
C 1.609 -0.532 -1.526
H 1.303 -0.973 -2.483
C 3.074 -0.947 -1.279
C 3.507 -1.131 0.179
H 4.445 -0.598 0.341
H 2.785 -0.670 0.846
C 3.727 -2.592 0.571
H 3.888 -2.632 1.651
H 4.643 -2.953 0.094
C 2.602 -3.560 0.204
C 1.210 -3.163 0.707
C 0.332 -2.443 -0.321
H -0.708 -2.577 -0.016
C 0.568 -0.939 -0.473
H 0.823 -0.501 0.492
H -0.376 -0.481 -0.786
H 0.440 -2.930 -1.294
H 0.682 -4.078 0.990
H 1.301 -2.551 1.606
H 2.867 -4.532 0.629
H 2.561 -3.695 -0.878
H 3.696 -0.181 -1.747
H 3.263 -1.874 -1.822
H 1.481 3.986 -0.813
H 2.521 3.531 -2.164
H 0.394 3.535 -3.327
```

Results
energy above the lowest of the compared OMol25 structures with the same formula, charge and spin: 1.7171 eV
gap between HOMO and LUMO: 0.3315 Ha
2S+1: 1
SMILES string: O=C(NCc1ccc2c(c1)OCO2)[C@H]1CC(=O)N(C2CCCCCCC2)C1

natural (NBO) charges in e: -0.631, 0.685, -0.615, 0.404, -0.247, -0.030, -0.211, -0.256, 0.221, 0.303, -0.291, 0.228, -0.490, 0.236, -0.480, 0.161, 0.159, 0.231, 0.225, 0.201, 0.246, -0.316, -0.498, 0.670, -0.630, -0.445, -0.188, 0.210, 0.194, -0.014, 0.199, -0.410, -0.413, 0.218, 0.216, -0.390, 0.200, 0.196, -0.402, -0.410, -0.393, 0.214, -0.426, 0.214, 0.217, 0.193, 0.204, 0.199, 0.208, 0.189, 0.219, 0.204, 0.238, 0.238, 0.243


A single C6H16NO molecule in a non-equilibrium geometry. Source: the OMol25 dataset; level of theory: ωB97M-V/def2-TZVPD.

The geometry in XYZ format:
```
24
Properties=species:S:1:pos:R:3
C -2.564 -0.556 1.052
O -1.748 0.417 1.693
C -1.625 -1.609 0.399
C -1.065 -1.267 -0.960
C -0.314 -0.020 -1.117
C 0.874 0.030 -0.099
C 1.624 1.434 -0.194
N 3.063 1.428 0.217
H -3.129 -0.818 1.975
H -3.058 -0.009 0.193
H -0.944 0.488 1.256
H -2.286 -2.550 0.365
H -0.722 -1.976 0.904
H -0.274 -2.118 -1.393
H -1.900 -1.267 -1.723
H -0.119 0.234 -2.141
H -1.092 0.888 -0.900
H 0.455 -0.078 0.908
H 1.578 -0.948 -0.039
H 1.582 1.670 -1.360
H 1.113 2.225 0.261
H 3.786 1.501 -0.700
H 3.339 0.663 0.765
H 3.425 2.240 0.634
```

Results
expectation value of S²: 0.751
energy above the lowest of the compared OMol25 structures with the same formula, charge and spin: 3.7197 eV
gap between HOMO and LUMO (alpha / beta): 0.1784 / 0.4065 Ha
2S+1: 2

natural (NBO) charges in e: -0.077, -0.733, -0.464, -0.395, -0.421, -0.430, -0.301, -0.976, 0.215, 0.169, 0.453, 0.224, 0.215, 0.201, 0.212, 0.232, 0.192, 0.188, 0.230, 0.199, 0.216, 0.041, 0.402, 0.406


A single C6H10 molecule in a non-equilibrium geometry. Source: the OMol25 dataset; level of theory: ωB97M-V/def2-TZVPD.

The geometry in XYZ format:
```
16
Properties=species:S:1:pos:R:3
C -1.528 -0.868 -0.277
C -1.083 0.591 -0.168
C -1.155 1.482 -1.207
C 1.895 -1.024 0.561
C 1.306 0.305 0.353
C -0.036 0.667 0.802
H -0.608 -1.454 -0.167
H -2.026 -0.976 -1.243
H -2.215 -1.150 0.521
H -1.139 2.550 -1.051
H -1.450 1.023 -2.147
H 2.189 -1.399 1.545
H 2.604 -1.398 -0.168
H 1.926 0.425 1.292
H 1.563 1.015 -0.428
H -0.243 0.211 1.782
```

Results
energy above the lowest of the compared OMol25 structures with the same formula, charge and spin: 6.8985 eV
gap between HOMO and LUMO: 0.2112 Ha
2S+1: 1

natural (NBO) charges in e: -0.645, -0.009, -0.478, -0.432, -0.504, -0.193, 0.218, 0.223, 0.223, 0.212, 0.186, 0.193, 0.202, 0.372, 0.264, 0.167


A single C4H4N2O molecule in a non-equilibrium geometry. Source: the OMol25 dataset; level of theory: ωB97M-V/def2-TZVPD.

The geometry in XYZ format:
```
11
Properties=species:S:1:pos:R:3
O -2.644 -0.908 -0.007
C -2.321 0.256 -0.025
C -1.024 0.853 0.361
C 0.192 0.676 -0.064
N 1.358 0.721 -0.426
C 2.038 -0.461 -0.108
N 1.335 -1.483 0.163
H -3.019 1.048 -0.352
H -0.883 1.957 0.343
H 3.116 -0.393 -0.217
H 1.908 -2.302 0.326
```

Results
energy above the lowest of the compared OMol25 structures with the same formula, charge and spin: 3.4152 eV
gap between HOMO and LUMO: 0.3515 Ha
2S+1: 1
SMILES string: [H]/N=C/N=C=CC=O

natural (NBO) charges in e: -0.499, 0.417, -0.569, 0.626, -0.523, 0.255, -0.639, 0.115, 0.289, 0.176, 0.353


A molecular structure, C38H69BCl3F21I2N3O11P2 in a non-equilibrium geometry. Source: the OMol25 dataset; level of theory: ωB97M-V/def2-TZVPD.

The geometry in XYZ format:
```
150
Properties=species:S:1:pos:R:3
C -4.186 0.072 4.501
C -3.198 0.073 3.323
O -1.910 -0.291 3.848
B -1.004 -0.743 2.928
O -1.354 -1.844 2.197
C 0.416 0.047 2.657
I -0.009 2.090 3.328
N 0.751 -0.093 1.203
C -0.341 0.135 0.205
C -1.353 1.292 0.311
N -2.050 1.389 -0.993
C 2.095 0.396 0.731
C 2.168 1.947 0.664
C 3.009 2.701 -0.366
C 2.258 3.212 -1.632
F 1.013 2.678 -1.785
F 2.979 2.799 -2.681
C 2.103 4.743 -1.624
F 1.593 5.157 -0.473
F 3.361 5.220 -1.642
C 1.407 5.422 -2.849
F 1.885 4.958 -3.990
F 1.858 6.683 -2.806
C -0.161 5.528 -2.844
F -0.467 6.795 -2.572
F -0.774 4.818 -1.894
C -0.859 5.254 -4.224
F -0.320 5.972 -5.183
F -2.099 5.745 -4.077
C -1.069 3.782 -4.633
F 0.042 3.042 -4.540
F -1.967 3.182 -3.845
C -1.564 3.623 -6.116
F -2.540 4.452 -6.425
F -0.497 3.859 -6.879
C -2.043 2.192 -6.484
F -1.155 1.258 -6.270
F -3.204 1.879 -5.969
F -2.256 2.213 -7.799
P 2.591 -0.561 -0.900
O 1.830 0.137 -2.186
Cl 4.566 -0.162 -1.437
C 3.137 -0.164 1.769
I 3.813 -2.264 1.282
P 4.772 0.868 1.780
O 4.798 1.669 3.218
O 6.028 -0.156 1.575
N 2.783 -0.218 3.219
Cl 4.044 -1.204 3.879
C 1.450 -0.635 3.633
Cl 1.214 -2.455 3.667
C 1.312 -0.217 5.154
F 2.152 0.801 5.379
F 0.115 0.188 5.597
C 1.705 -1.318 6.232
F 0.639 -2.014 6.594
F 2.032 -0.602 7.329
H -3.672 0.609 5.304
H -5.078 0.656 4.269
H -4.406 -0.930 4.867
H -3.163 1.115 2.979
H -3.586 -0.574 2.531
H -1.837 -2.473 2.752
H 0.907 -1.123 1.125
H 0.066 0.293 -0.801
H -0.918 -0.783 0.057
H -0.957 2.288 0.507
H -2.155 1.133 1.037
H -2.164 0.420 -1.297
H -1.358 1.760 -1.647
H 1.149 2.340 0.590
H 2.473 2.301 1.654
H 3.293 3.638 0.128
H 3.967 2.285 -0.662
H 1.873 -0.469 -2.942
H 5.466 2.364 3.117
H 6.779 0.296 1.166
H 2.575 -1.930 6.008
C 9.285 -1.596 -3.069
C 7.981 -2.375 -3.136
C 7.115 -1.900 -4.291
O 7.269 -2.227 -1.905
H 9.090 -0.531 -2.908
H 9.894 -1.940 -2.232
H 9.860 -1.707 -3.990
H 8.195 -3.439 -3.251
H 6.852 -0.844 -4.170
H 6.179 -2.461 -4.324
H 7.630 -2.022 -5.246
H 7.073 -1.291 -1.790
C -1.813 -1.859 -6.567
C -0.652 -2.825 -6.389
C -0.695 -3.940 -7.422
O -0.691 -3.384 -5.073
H -2.770 -2.373 -6.439
H -1.772 -1.072 -5.814
H -1.797 -1.397 -7.556
H 0.291 -2.283 -6.474
H -1.614 -4.523 -7.322
H 0.139 -4.628 -7.276
H -0.645 -3.541 -8.436
H -1.520 -3.868 -4.983
C -6.508 1.004 -3.405
C -5.367 0.009 -3.260
C -5.455 -1.096 -4.302
O -5.398 -0.568 -1.952
H -7.472 0.508 -3.265
H -6.435 1.781 -2.643
H -6.499 1.476 -4.388
H -4.412 0.530 -3.356
H -6.385 -1.659 -4.190
H -4.635 -1.806 -4.176
H -5.413 -0.690 -5.314
H -6.236 -1.033 -1.851
C 8.692 -4.982 -7.635
C 9.489 -3.742 -8.011
C 10.871 -4.109 -8.528
O 9.612 -2.886 -6.873
H 9.196 -5.538 -6.838
H 7.706 -4.704 -7.258
H 8.564 -5.645 -8.492
H 8.950 -3.178 -8.773
H 11.443 -4.636 -7.759
H 11.433 -3.211 -8.785
H 10.807 -4.746 -9.411
H 10.088 -3.372 -6.189
C -7.032 -1.461 8.159
C -5.693 -2.167 8.017
C -5.281 -2.834 9.319
O -4.691 -1.226 7.620
H -6.978 -0.676 8.918
H -7.313 -0.979 7.221
H -7.819 -2.160 8.442
H -5.755 -2.916 7.225
H -5.170 -2.092 10.114
H -4.315 -3.330 9.207
H -6.018 -3.573 9.636
H -4.624 -0.558 8.312
C -8.348 1.237 13.163
C -7.734 1.102 11.778
C -7.888 2.386 10.978
O -8.355 0.022 11.079
H -9.419 1.443 13.092
H -8.237 0.307 13.723
H -7.876 2.042 13.729
H -6.676 0.851 11.869
H -8.945 2.629 10.837
H -7.451 2.274 9.984
H -7.403 3.226 11.479
H -9.293 0.227 10.990
```

Results
gap between HOMO and LUMO: 0.2792 Ha
2S+1: 1
charge: +1

Atom charges from the Mulliken analysis, given in e for atoms 1 to 99: -1.562, -0.180, -0.532, 1.494, -0.569, -2.672, 0.267, 0.984, -0.473, 0.066, -0.664, 2.172, -0.911, -2.834, 1.429, -0.031, -0.386, 0.393, -0.285, -0.329, 0.525, -0.263, -0.309, 0.629, -0.314, -0.247, 0.432, -0.285, -0.307, 0.711, -0.332, -0.346, 0.601, -0.266, -0.282, 0.750, -0.240, -0.255, -0.297, -0.140, -0.225, -0.078, -2.692, 0.449, 0.134, -0.386, -0.334, 0.306, 0.088, 1.747, -0.160, -0.085, -0.319, -0.176, 0.132, -0.238, -0.300, 0.298, 0.450, 0.343, 0.271, 0.370, 0.374, 0.790, 0.367, 0.360, 0.267, -0.165, 0.249, 0.098, 0.281, 0.942, 0.713, 0.500, 0.321, 0.385, 0.365, 0.362, -1.165, 0.390, -1.042, -0.442, 0.277, 0.334, 0.305, 0.296, 0.260, 0.278, 0.314, 0.218, -1.042, 0.351, -1.368, -0.542, 0.367, 0.141, 0.409, 0.283, 0.338